[1]
C2H14N2O3 | ωB97M-V/def2-TZVPD

Structure (XYZ):
```
21
Properties=species:S:1:pos:R:3:forces:R:3:lowdin_charge:R:1
N -0.1823 -2.1296 -0.9602 0.46 1.42 -1.87 -0.0382
C -0.4853 -0.6452 -1.2096 -3.14 -4.02 -0.57 -0.2802
C 0.5083 0.0023 -2.0717 0.13 2.51 -2.45 -0.3062
N 0.9028 1.3223 -1.4998 2.04 -1.53 -1.29 -0.0070
H -0.5691 -2.5526 -1.8362 0.45 -0.47 1.99 0.0760
H -0.5107 -2.4634 -0.0630 -0.56 -0.23 -0.62 0.0436
H -0.5562 -0.1996 -0.2381 -0.32 0.67 0.20 0.0608
H -1.5584 -0.7576 -1.7889 2.32 1.32 1.72 0.1526
H 1.4067 -0.5905 -2.3483 -0.62 0.15 0.61 0.1108
H -0.0014 0.2955 -3.0608 0.65 -1.01 0.98 0.1157
H 1.1270 1.8905 -2.3066 0.03 0.45 0.43 0.0588
H 0.1871 1.7333 -0.9809 -1.41 0.75 0.82 0.0303
O 0.0231 0.4677 2.0323 2.36 5.34 3.53 -0.0579
H 0.9263 0.5888 2.5381 -2.70 -0.88 -1.86 0.1107
H -0.0280 -0.3461 1.6801 0.36 -4.52 -1.60 -0.0761
O 2.9339 -0.9439 1.7136 1.59 2.09 0.16 -0.0433
H 2.5395 -1.5832 1.1778 -1.32 -1.97 -1.14 -0.0106
H 3.4394 -0.4586 1.0224 -0.36 -0.09 0.95 0.0674
O -3.5056 1.8379 1.2175 -1.26 2.48 -0.45 -0.0267
H -4.0385 2.0425 1.9912 -0.04 0.19 -0.05 0.0404
H -3.1568 1.0161 1.4138 1.34 -2.64 0.50 -0.0209
```
Positions in Å, forces in eV/Å.

Results
**HOMO-LUMO gap**: 9.72 eV
**E**: -419.7483 a.u.
**Relative energy (zero: lowest compared OMol25 entry of this formula, charge and spin)**: 2.494 eV
**Charge**: 0
**SMILES**: NCCN.O.O.O
**Largest force on an atom**: 6.823 eV/A

=====

[2]
C33H70F3N2O12S2 | ωB97M-V/def2-TZVPD

Structure (XYZ):
```
122
Properties=species:S:1:pos:R:3:forces:R:3:lowdin_charge:R:1
C 3.5821 -1.0126 2.0604 -0.57 -1.19 -0.22 0.0382
C 3.8629 -1.8865 0.8240 1.38 1.41 0.48 -0.4613
O 4.8581 -1.6844 0.1872 -0.92 -0.63 -0.20 0.1565
O 2.9357 -2.8656 0.4426 -0.51 0.69 0.45 -0.0281
C 2.3155 -2.5750 -0.8049 0.32 -0.43 -0.43 -0.0839
C 0.8403 -2.2422 -0.6392 0.63 0.11 0.10 -0.0666
C 0.1481 -1.1189 -0.9923 0.87 -0.26 0.56 -0.1299
S 0.9554 0.2363 -1.7994 0.77 2.31 -3.66 0.6821
O 1.9264 -0.2184 -2.7305 0.62 -1.58 1.34 -0.2090
O 0.0749 1.1435 -2.4499 -1.49 -0.15 1.81 -0.2222
F 1.7595 1.0728 -0.7285 -0.93 -1.16 0.29 -0.1176
N -1.2006 -1.3083 -0.6356 1.55 1.21 -0.58 0.0922
C -2.2763 -0.3270 -0.8897 -1.80 0.27 0.26 -0.0533
C -3.3688 -0.2187 0.2324 0.70 0.36 -0.04 -0.1546
C -2.8919 -0.4066 1.7065 -1.26 0.38 0.17 -0.1937
C -3.7953 0.4506 2.6736 0.91 -1.63 -0.16 -0.1924
S -5.5719 0.0464 2.5239 -1.84 1.48 1.44 0.6073
O -6.2363 1.0665 1.7663 0.81 -0.52 -1.32 -0.2716
O -6.1096 -0.0971 3.8364 0.91 -0.79 0.30 -0.2671
O -5.7617 -1.4067 1.8236 0.72 0.91 -0.08 -0.1534
C -1.2395 -2.5093 -0.1169 -1.70 -0.25 0.46 -0.2581
F -2.3836 -2.9898 0.2778 0.47 -0.29 -0.09 0.2244
N -0.0700 -3.1315 -0.0595 0.46 0.58 -0.61 0.1349
C 0.2916 -4.4529 0.4699 0.58 -1.39 1.50 -0.0188
C -0.7423 -5.0342 1.4811 -0.94 -0.22 -0.36 -0.3402
C -1.8752 -5.8448 0.7868 -0.36 1.23 0.35 -0.0143
F -0.1116 -5.8755 2.3819 0.46 0.41 -0.44 0.0069
H 3.3163 -1.6436 2.9239 0.03 0.26 -0.27 0.0969
H 2.7195 -0.3534 1.8524 0.38 -0.18 0.12 0.0767
H 4.4943 -0.4489 2.2765 -0.37 -0.07 -0.14 0.0967
H 2.8619 -1.7636 -1.3068 -0.42 -0.26 0.03 0.1215
H 2.4032 -3.4630 -1.4561 -0.09 0.30 0.23 0.1615
H -1.8711 0.6789 -1.0632 0.50 -0.70 0.08 0.1268
H -2.7943 -0.6334 -1.8123 0.41 0.13 0.19 0.1492
H -3.7601 0.8134 0.1649 0.16 -0.43 -0.22 0.1291
H -4.2053 -0.8710 -0.0457 0.38 0.02 0.36 0.0979
H -3.0479 -1.4460 2.0411 0.41 0.32 -0.27 0.1036
H -1.8475 -0.0939 1.8703 -0.30 -0.12 -0.12 0.1175
H -3.6191 1.5295 2.5767 -0.58 -0.29 -0.21 0.1128
H -3.5495 0.1496 3.7061 -0.20 0.23 -0.37 0.1072
H -6.0557 -1.2452 0.9115 -0.12 -0.06 0.13 0.0905
H 0.4957 -5.2033 -0.3092 -0.28 0.61 -0.15 0.1560
H 1.2306 -4.3496 1.0416 -0.37 0.31 -0.36 0.1426
H -1.1554 -4.2020 2.0812 0.17 -0.32 -0.18 0.1440
H -1.9469 -6.8744 1.1570 0.36 0.29 -0.26 0.0978
H -1.7665 -5.7774 -0.3057 -0.09 -0.42 0.32 0.0826
H -2.8251 -5.3482 1.0516 0.24 -0.42 -0.23 0.0774
C 2.5962 2.6857 3.6481 -0.02 -0.03 0.20 -0.0592
C 1.3251 2.3441 2.8945 0.20 0.25 -0.08 -0.2802
O 0.5882 1.2699 3.4541 -0.05 -0.56 -0.39 -0.1897
C 0.0992 1.4437 4.7690 -0.13 0.13 0.24 -0.2799
C -0.8648 2.6075 4.8905 0.05 0.15 -0.02 -0.0688
H 3.2166 1.7967 3.7831 -0.01 0.00 -0.05 0.0743
H 3.1682 3.4379 3.1031 -0.07 0.02 -0.02 0.0728
H 2.3801 3.0858 4.6402 0.02 0.05 -0.03 0.0756
H 1.5882 2.0243 1.8835 -0.09 -0.06 0.01 0.0968
H 0.6888 3.2283 2.7850 0.04 0.03 0.03 0.1114
H 0.9223 1.5365 5.4847 0.02 0.08 -0.03 0.1139
H -0.4244 0.5188 5.0197 0.08 -0.05 -0.11 0.1146
H -0.3721 3.5669 4.7264 0.00 -0.01 0.06 0.0723
H -1.3095 2.6310 5.8858 -0.02 -0.02 -0.03 0.0851
H -1.6588 2.5163 4.1455 -0.04 -0.01 0.07 0.0659
C 1.9428 -0.2201 -6.8182 -0.11 0.17 0.11 -0.0757
C 0.7895 -1.0376 -7.3736 0.20 0.03 -0.08 -0.2697
O -0.2512 -1.2635 -6.4351 -0.12 -0.26 0.17 -0.1645
C -0.9001 -0.1096 -5.9356 0.00 0.14 -0.03 -0.2929
C -1.5945 0.7155 -7.0053 0.12 0.02 -0.13 -0.0740
H 2.3179 -0.6617 -5.8924 0.02 -0.05 -0.05 0.0735
H 2.7574 -0.1722 -7.5420 -0.02 -0.05 0.00 0.0763
H 1.6382 0.8037 -6.5913 0.05 0.02 -0.06 0.0708
H 1.1589 -2.0240 -7.6569 -0.15 -0.05 0.08 0.1201
H 0.3895 -0.5820 -8.2851 0.01 0.06 0.02 0.1108
H -0.1951 0.5035 -5.3622 -0.01 0.08 -0.04 0.0961
H -1.6512 -0.4661 -5.2258 0.06 -0.16 -0.02 0.1085
H -0.8781 1.1631 -7.6957 -0.02 0.06 0.04 0.0701
H -2.1669 1.5247 -6.5496 0.01 -0.02 0.01 0.0777
H -2.2701 0.0919 -7.5929 -0.03 0.00 0.07 0.0849
C -7.5036 -0.5230 6.8807 -0.19 0.06 0.08 -0.0779
C -7.2438 -2.0007 6.6486 0.02 0.12 -0.05 -0.2854
O -7.7941 -2.8421 7.6466 0.16 -0.15 0.11 -0.1616
C -9.2023 -2.7968 7.7938 -0.13 -0.02 -0.03 -0.2813
C -9.9603 -3.2187 6.5465 0.10 0.11 -0.16 -0.0817
H -7.1830 -0.2278 7.8818 0.04 -0.05 -0.02 0.0834
H -6.9657 0.0750 6.1463 -0.01 -0.04 0.00 0.0503
H -8.5648 -0.2823 6.7935 0.02 0.03 -0.06 0.0705
H -6.1665 -2.1772 6.6677 -0.04 -0.13 0.10 0.1157
H -7.5922 -2.3070 5.6560 -0.03 0.07 -0.02 0.1036
H -9.5200 -1.8026 8.1264 -0.03 0.02 -0.06 0.1076
H -9.4428 -3.4864 8.6040 0.17 0.00 0.02 0.1182
H -9.8145 -2.5112 5.7279 -0.07 0.02 0.02 0.0647
H -11.0301 -3.2726 6.7525 0.02 -0.01 0.02 0.0770
H -9.6173 -4.1956 6.2009 -0.03 -0.02 0.07 0.0806
C 5.9647 -0.7745 -6.1088 0.15 0.12 -0.09 -0.0780
C 6.0099 -2.1336 -6.7864 -0.01 0.03 0.10 -0.2845
O 6.0167 -2.0643 -8.1993 -0.21 -0.07 -0.10 -0.1628
C 7.1169 -1.3903 -8.7875 0.16 0.02 -0.06 -0.2796
C 8.4600 -2.0297 -8.4794 -0.02 -0.04 0.22 -0.0795
H 5.1319 -0.1827 -6.4928 -0.03 -0.05 0.04 0.0658
H 5.8489 -0.8902 -5.0298 -0.01 -0.02 -0.02 0.0746
H 6.8791 -0.2057 -6.2858 0.01 -0.02 0.07 0.0684
H 5.1116 -2.6929 -6.5170 0.00 -0.03 -0.17 0.1137
H 6.8620 -2.7218 -6.4279 0.04 0.06 0.04 0.1074
H 7.1132 -0.3322 -8.5032 0.05 0.00 0.05 0.1073
H 6.9486 -1.4225 -9.8645 -0.16 -0.06 0.05 0.1188
H 8.7109 -1.9501 -7.4198 0.05 0.05 -0.03 0.0656
H 9.2523 -1.5395 -9.0460 -0.03 -0.01 -0.01 0.0783
H 8.4476 -3.0906 -8.7345 -0.01 0.04 -0.07 0.0829
C 5.3185 6.9309 1.3465 -0.11 0.16 0.10 -0.0768
C 4.1587 6.1303 0.7804 0.16 0.05 -0.04 -0.2810
O 3.1145 5.9028 1.7132 -0.10 -0.31 0.08 -0.1831
C 2.4698 7.0569 2.2268 -0.09 0.14 -0.01 -0.2802
C 1.7865 7.8984 1.1628 0.15 0.00 -0.15 -0.0781
H 5.6872 6.4750 2.2670 0.02 -0.05 -0.05 0.0827
H 6.1345 6.9792 0.6247 -0.02 -0.02 0.01 0.0793
H 5.0234 7.9544 1.5837 0.05 0.01 -0.06 0.0686
H 4.5211 5.1432 0.4874 -0.14 -0.05 0.08 0.1150
H 3.7643 6.5996 -0.1272 0.02 0.06 0.02 0.1078
H 3.1737 7.6598 2.8099 0.01 0.04 -0.05 0.1097
H 1.7163 6.6944 2.9283 0.09 -0.15 -0.01 0.1143
H 2.5090 8.3507 0.4815 -0.03 0.06 0.04 0.0682
H 1.2162 8.7047 1.6253 0.00 -0.03 0.01 0.0793
H 1.1102 7.2857 0.5638 -0.03 0.00 0.06 0.0806
```
Positions in Å, forces in eV/Å.

Results
**HOMO-LUMO gap**: 6.87 eV
**E**: -3407.3253 a.u.
**Charge**: +1
**Largest force on an atom**: 4.397 eV/A

=====

[3]
C3H5N2OS2 | ωB97M-V/def2-TZVPD

Structure (XYZ):
```
13
Properties=species:S:1:pos:R:3:forces:R:3:lowdin_charge:R:1
C -0.9310 1.1202 -0.0737 0.92 2.42 0.28 -0.1671
C -2.7494 -0.6174 -0.0747 -0.49 -0.31 -0.39 -0.2095
C 0.8930 -0.5236 -0.1015 -1.36 -0.94 0.51 -1.0096
N -2.2046 0.5411 0.0033 0.36 -0.37 0.10 0.1222
N 0.3381 0.6742 -0.0836 1.36 -3.07 -0.96 -0.0712
O -3.3619 -1.5535 -0.3707 0.61 1.23 0.39 0.2691
S 2.5708 -0.9061 -0.2459 0.43 -0.65 0.21 0.8305
S -0.2550 -1.8396 0.1717 0.70 -0.61 0.21 0.8709
H -0.8050 2.1264 0.3401 -1.44 -0.30 -0.26 0.1371
H -2.7479 1.3748 0.1986 -1.27 -0.49 0.08 0.1954
H 0.9411 1.3911 -0.4352 0.64 0.78 0.36 0.1601
H 2.4821 -2.1169 0.4487 0.11 1.32 -0.52 -0.0724
H 0.5182 -2.9338 -0.1696 -0.56 0.98 -0.01 -0.0555
```
Positions in Å, forces in eV/Å.

Results
**HOMO-LUMO gap**: 6.64 eV
**E**: -1098.0261 a.u.
**Relative energy (zero: lowest compared OMol25 entry of this formula, charge and spin)**: 4.304 eV
**Charge**: +1
**Largest force on an atom**: 3.496 eV/A

=====

[4]
C6H16N | ωB97M-V/def2-TZVPD

Structure (XYZ):
```
23
Properties=species:S:1:pos:R:3:forces:R:3:lowdin_charge:R:1
C -0.1622 2.0935 -1.8859 -0.12 -0.33 0.48 -0.0547
C 0.5270 0.8386 -1.3396 0.89 -1.02 0.94 -0.3871
C 1.3033 0.9086 -0.2038 -1.92 0.78 -1.09 0.0055
C 0.3470 -0.5152 -2.0749 -0.27 0.68 0.16 -0.0650
H 0.2822 2.3435 -2.8591 -0.17 -0.06 0.20 0.0920
H 0.0637 2.9120 -1.1824 -0.23 -0.17 -0.44 0.0775
H -1.2775 2.0282 -2.0223 1.10 -0.22 0.15 0.0988
H 1.8805 0.0909 0.2370 -0.11 0.32 -0.44 0.0602
H 1.1858 1.8521 0.3541 0.75 -0.46 -0.16 0.0806
H 0.9079 -1.3623 -1.6142 -0.34 0.73 -0.21 0.0797
H 0.6649 -0.4318 -3.1278 -0.20 -0.07 0.39 0.0898
H -0.7493 -0.7454 -2.0761 0.79 0.03 -0.15 0.0885
C -1.6065 -0.4126 2.1144 -0.71 0.00 0.08 -0.0085
N -0.6223 -0.9456 1.1227 -0.18 -1.26 -0.68 -0.0770
C 0.5602 -1.5983 1.7986 -0.27 0.06 0.30 -0.0174
H -2.6032 -0.2484 1.6279 1.06 -0.03 0.39 0.1201
H -1.7332 -1.1297 2.9580 0.19 0.45 -0.77 0.1134
H -1.1861 0.5181 2.4937 -0.25 -0.01 0.04 0.1028
H -0.2522 -0.2182 0.4438 -0.27 -0.11 0.61 0.0973
H -1.0940 -1.6590 0.5278 0.41 0.55 0.50 0.1806
H 1.0005 -0.8337 2.4573 0.00 -0.39 -0.32 0.1112
H 1.2899 -1.9628 1.0543 -0.49 0.22 0.39 0.1023
H 0.1632 -2.4224 2.4165 0.34 0.33 -0.37 0.1096
```
Positions in Å, forces in eV/Å.

Results
**HOMO-LUMO gap**: 10.29 eV
**E**: -292.6835 a.u.
**Relative energy (zero: lowest compared OMol25 entry of this formula, charge and spin)**: 1.109 eV
**Charge**: +1
**Largest force on an atom**: 2.345 eV/A

=====

> Which value of charge does entry 2 give?

+1